{
  "formula": "H19O9",
  "method": "wB97M-V/def2-TZVPD",
  "symbols": ["O", "H", "H", "H", "O", "H", "H", "O", "H", "H", "O", "H", "H", "O", "H", "H", "O", "H", "H", "O", "H", "H", "O", "H", "H", "O", "H", "H"],
  "xyz": [[-0.0207, 0.3557, -0.7712], [0.4331, 0.1698, 0.0541], [-0.9705, 0.3358, -0.6332], [0.2058, -0.3246, -1.4096], [-0.2320, 2.5675, 1.0501], [-0.0671, 2.4013, 1.9782], [-0.7348, 3.3820, 1.0378], [-2.7758, 0.6001, -0.6047], [-3.1901, 0.5505, -1.4661], [-3.5073, 0.6466, 0.0111], [-1.2247, -2.6632, -0.7804], [-0.7170, -3.3585, -0.3620], [-2.0540, -2.6509, -0.3027], [0.8591, -0.4286, 1.7091], [1.3742, 0.0347, 2.3696], [0.8714, -1.3427, 1.9930], [2.6893, 2.3100, -0.0816], [1.7950, 2.1778, 0.2332], [3.1779, 2.5877, 0.6932], [0.3512, -0.9060, -3.1726], [1.1503, -1.4137, -3.3138], [-0.1986, -1.1084, -3.9296], [-1.8554, 0.4200, 2.9768], [-1.4494, 0.4344, 2.1101], [-1.2094, 0.8310, 3.5513], [2.1790, -1.6138, -1.1302], [2.8832, -2.0758, -1.5850], [2.2374, -1.9189, -0.2248]],
  "atomic_forces_ev_per_a": [[0.24, 1.05, -0.89], [0.88, -0.47, 1.98], [-1.59, 0.19, 0.40], [0.49, -1.13, -1.35], [0.13, -0.30, -0.45], [0.14, -0.15, 0.56], [-0.19, 0.34, -0.11], [0.38, -0.07, -0.15], [-0.08, -0.03, -0.38], [-0.07, 0.02, 0.49], [0.01, 0.34, -0.36], [0.29, -0.20, 0.17], [-0.27, 0.03, 0.22], [-0.62, 0.64, -1.38], [0.63, 0.62, 0.69], [-0.11, -1.07, 0.26], [0.29, -0.06, -0.38], [-0.46, 0.15, 0.15], [0.13, 0.03, 0.21], [-0.10, 0.24, -0.03], [0.28, -0.13, 0.25], [-0.31, 0.01, -0.10], [-0.81, -0.05, 0.07], [0.35, -0.09, -0.23], [0.35, 0.04, 0.25], [-0.28, 0.18, -0.41], [0.33, -0.09, -0.11], [-0.02, -0.04, 0.62]],
  "multiplicity": 2,
  "s2": 0.75,
  "e_lumo_ev": [0.07, -0.18],
  "e_homo_ev": [-2.99, -10.77]
}

=====

{
  "formula": "H2",
  "method": "wB97M-V/def2-TZVPD",
  "symbols": ["H", "H"],
  "xyz": [[-0.7291, -0.2489, 0.3683], [0.7291, 0.2489, -0.3683]],
  "atomic_forces_ev_per_a": [[3.27, 1.12, -1.65], [-3.27, -1.12, 1.65]],
  "e_lumo_ev": -1.31,
  "e_homo_ev": -10.97
}

=====

{
  "formula": "H2",
  "method": "wB97M-V/def2-TZVPD",
  "symbols": ["H", "H"],
  "xyz": [[0.2565, -0.5076, 0.4200], [-0.2565, 0.5076, -0.4200]],
  "atomic_forces_ev_per_a": [[-1.69, 3.34, -2.76], [1.69, -3.34, 2.76]],
  "e_lumo_ev": -0.10,
  "e_homo_ev": -11.68
}

=====

{
  "formula": "H20KrO10",
  "method": "wB97M-V/def2-TZVPD",
  "symbols": ["Kr", "O", "H", "H", "O", "H", "H", "O", "H", "H", "O", "H", "H", "O", "H", "H", "O", "H", "H", "O", "H", "H", "O", "H", "H", "O", "H", "H", "O", "H", "H"],
  "xyz": [[-13.1546, 3.4460, 13.9149], [-12.5176, -0.0459, 12.5022], [-12.4633, -0.6663, 11.7753], [-11.7821, -0.2763, 13.0698], [-15.7501, 6.7699, 13.2889], [-16.3333, 6.1504, 12.8503], [-15.5712, 6.3698, 14.1398], [-15.3375, 4.0167, 9.8034], [-14.7922, 4.7915, 9.6668], [-14.8161, 3.4543, 10.3761], [-14.4867, 0.5941, 16.0453], [-15.0836, 1.3105, 15.8292], [-14.6301, -0.0540, 15.3557], [-16.5993, 2.0674, 13.0020], [-16.7681, 2.9681, 12.7253], [-16.6420, 2.0980, 13.9577], [-15.3688, 5.5083, 15.8862], [-15.7436, 4.6371, 16.0159], [-15.9756, 6.0994, 16.3319], [-13.1567, 6.1743, 17.3790], [-12.7215, 5.3247, 17.4502], [-13.8721, 6.0263, 16.7604], [-11.7607, 0.9267, 17.1185], [-11.8772, 0.6591, 18.0301], [-12.6466, 0.9362, 16.7561], [-14.4318, 1.7595, 11.1656], [-14.8884, 1.9794, 11.9776], [-13.5285, 1.5935, 11.4356], [-9.9292, 2.3717, 11.4374], [-9.8512, 3.1082, 12.0438], [-9.2816, 2.5522, 10.7560]],
  "atomic_forces_ev_per_a": [[0.02, 0.03, 0.07], [-0.25, 0.12, 0.14], [-0.05, -0.15, -0.26], [0.28, 0.08, 0.17], [-0.04, 0.29, -0.27], [-0.12, -0.07, -0.25], [0.21, -0.22, 0.32], [-0.43, 0.55, -0.16], [0.04, 0.25, -0.09], [0.31, -0.79, 0.15], [0.03, 0.09, 0.26], [-0.05, 0.17, -0.01], [0.09, -0.27, -0.28], [0.17, -0.16, 0.07], [-0.17, 0.33, -0.28], [-0.10, -0.05, 0.21], [-0.13, 0.01, -0.34], [0.00, -0.29, 0.06], [-0.28, 0.32, 0.25], [0.37, 0.32, 0.41], [0.18, -0.16, 0.04], [-0.14, -0.17, -0.25], [0.45, 0.13, 0.01], [0.03, -0.07, 0.20], [-0.49, -0.09, -0.25], [0.07, 0.30, -0.48], [-0.39, -0.27, 0.40], [0.42, -0.23, 0.14], [-0.17, -0.21, 0.02], [0.00, 0.18, 0.20], [0.16, 0.02, -0.20]],
  "e_lumo_ev": -0.73,
  "e_homo_ev": -10.79
}

=====

{
  "formula": "H20NO8",
  "method": "wB97M-V/def2-TZVPD",
  "symbols": ["N", "H", "H", "H", "H", "O", "H", "H", "O", "H", "H", "O", "H", "H", "O", "H", "H", "O", "H", "H", "O", "H", "H", "O", "H", "H", "O", "H", "H"],
  "xyz": [[0.2091, -0.1801, -0.1113], [0.3201, 0.1889, 0.8567], [0.8431, -1.0701, -0.2373], [0.4151, 0.4909, -0.7623], [-0.6979, -0.5251, -0.2153], [-1.5969, -1.2271, -2.6453], [-2.2939, -1.3901, -3.3223], [-1.1869, -0.4941, -2.9013], [-0.4659, -1.8991, 2.5637], [0.2851, -2.5131, 2.8547], [-0.9369, -1.6921, 3.4457], [2.8571, -0.4071, -2.0573], [3.1501, 0.2989, -2.5103], [3.6151, -0.8141, -1.6423], [-1.0159, 1.7719, -2.9753], [-1.4099, 2.6499, -2.6013], [-0.4339, 1.7839, -3.7973], [2.1351, -0.5311, 2.6777], [2.6151, 0.3589, 3.0707], [1.4911, -0.6051, 3.3287], [-2.0849, 1.4509, 0.6737], [-1.7389, 2.3069, 0.9467], [-2.7229, 1.8059, 0.1627], [-1.6269, -3.0431, 0.4027], [-0.8849, -3.5981, 0.2217], [-1.4029, -2.7571, 1.2757], [0.5411, 3.1339, 0.8487], [0.6541, 3.2629, 1.7777], [1.3681, 3.2439, 0.6717]],
  "atomic_forces_ev_per_a": [[2.71, -3.84, 3.00], [0.00, -0.37, -0.78], [-1.19, 2.41, 0.23], [0.66, 2.18, -2.26], [-2.47, -0.56, -0.34], [-3.29, -5.04, 1.03], [0.79, 0.12, 0.90], [2.53, 5.07, -1.80], [0.73, -0.51, 3.08], [-1.51, 1.14, -0.61], [0.90, -0.52, -2.07], [-2.14, -3.69, 2.64], [1.72, 3.82, -2.55], [0.33, -0.12, 0.02], [0.01, 0.94, 0.26], [1.65, -2.17, -1.96], [-1.46, 1.16, 1.71], [3.57, 4.21, -0.18], [-1.38, -3.42, -1.75], [-2.20, -0.63, 1.79], [3.27, -0.81, 2.47], [0.93, -0.13, 0.64], [-4.09, 0.86, -3.16], [-0.49, 0.30, -0.80], [0.58, -0.92, -0.71], [-0.18, 0.56, 1.16], [-7.20, -1.28, 1.66], [-0.98, 0.15, 1.52], [8.20, 1.09, -3.13]],
  "e_lumo_ev": -3.07,
  "e_homo_ev": -13.81,
  "total_charge": 1
}

=====

{
  "formula": "H20O10",
  "method": "wB97M-V/def2-TZVPD",
  "symbols": ["O", "H", "H", "O", "H", "H", "O", "H", "H", "O", "H", "H", "O", "H", "H", "O", "H", "H", "O", "H", "H", "O", "H", "H", "O", "H", "H", "O", "H", "H"],
  "xyz": [[0.6683, 1.9467, -1.5045], [0.0633, 2.5297, -1.9345], [1.4233, 2.5137, -1.2065], [-0.4817, 0.1387, 0.3175], [-1.2887, -0.0973, -0.1555], [-0.1437, 0.8157, -0.2515], [-1.6487, -3.2083, 0.9575], [-1.9067, -2.4073, 0.4915], [-1.2777, -2.8843, 1.8065], [-0.3937, -2.0633, 3.0705], [0.2883, -1.5223, 2.6355], [0.0093, -2.5493, 3.7955], [-1.8057, 1.2697, -3.4905], [-2.0367, 0.8657, -4.3375], [-1.9097, 0.5397, -2.8245], [-0.2317, 2.1817, 2.1855], [-0.6657, 1.5437, 1.6355], [-0.3387, 1.9197, 3.1205], [1.5543, -1.5063, 1.1485], [2.3963, -1.0493, 1.2555], [0.9383, -0.8593, 0.7925], [2.4433, -0.3033, -1.8015], [1.7823, 0.3797, -1.9545], [2.9323, -0.4763, -2.6065], [-2.2697, -0.7223, -1.6605], [-1.6327, -1.3483, -1.9875], [-3.1067, -0.9653, -1.9545], [2.4243, 1.9817, 1.2025], [2.7123, 1.2597, 1.7465], [1.5023, 2.0777, 1.5075]],
  "atomic_forces_ev_per_a": [[1.57, 0.18, 0.85], [-0.77, 0.56, -0.72], [-0.83, -0.77, -0.09], [-0.88, -0.46, 0.61], [-0.23, -0.38, 0.17], [1.03, 1.09, -0.84], [-0.16, 0.07, 0.01], [0.00, -0.06, 0.09], [0.01, -0.10, -0.38], [-0.39, 0.39, 0.42], [0.27, -0.60, 0.03], [0.18, 0.12, -0.16], [-0.09, -0.72, 0.39], [0.11, 0.20, 0.18], [0.07, 0.96, -0.74], [0.57, 0.97, 1.35], [-0.52, -1.07, -0.36], [-0.06, 0.06, -0.87], [0.49, -0.19, 0.77], [-0.12, -0.08, -0.30], [-0.21, 0.25, -0.51], [0.09, -0.35, 0.48], [0.06, 0.12, -0.34], [-0.15, 0.21, -0.20], [1.92, 1.07, 1.11], [0.38, -0.72, -0.21], [-2.34, -0.87, -0.74], [-0.58, 0.36, -0.27], [0.57, -0.52, 0.28], [0.00, 0.31, -0.02]],
  "e_lumo_ev": -0.05,
  "e_homo_ev": -10.38,
  "smiles": "O.O.O.O.O.O.O.O.O.O"
}

=====

{
  "formula": "H20O10",
  "method": "wB97M-V/def2-TZVPD",
  "symbols": ["H", "H", "H", "H", "H", "H", "H", "H", "H", "H", "H", "H", "H", "H", "H", "H", "H", "H", "H", "H", "O", "O", "O", "O", "O", "O", "O", "O", "O", "O"],
  "xyz": [[0.1392, 0.6489, -0.2070], [-1.0503, 1.4817, 0.2919], [-2.5625, 0.0695, -2.0021], [-1.2300, -0.4220, -2.5690], [4.0650, 1.8892, 0.8012], [3.2537, 3.0221, 1.5274], [-2.9152, -2.1070, 0.4794], [-2.0781, -1.6680, -0.7241], [2.2531, -1.9896, -0.9128], [3.1382, -2.5142, 0.0273], [-2.8149, 1.3822, 0.0457], [-4.0545, 1.2446, -0.8300], [0.0008, -2.8719, 1.3951], [-0.7057, -3.7998, 0.4798], [-1.1569, 4.0302, -0.8606], [-0.0230, 2.9877, -0.9501], [-0.3760, 0.3413, 3.7347], [-0.4753, -1.0053, 3.1922], [4.8374, 0.2417, -0.8975], [4.0740, -1.0555, -1.0769], [-0.5678, 1.2469, -0.5054], [-2.1265, -0.3758, -2.7591], [3.2739, 2.0690, 1.3123], [-2.2530, -2.4289, -0.1394], [2.7152, -1.6656, -0.2008], [-3.7773, 1.3655, 0.0821], [-0.3800, -2.8206, 0.5114], [-0.6948, 3.2900, -0.4322], [-1.0169, -0.2898, 3.5956], [4.5374, -0.3789, -1.5827]],
  "atomic_forces_ev_per_a": [[-0.40, -0.14, -0.01], [0.54, 0.18, 0.07], [0.77, -0.34, -0.73], [2.57, 0.16, 0.72], [0.08, 0.31, 0.00], [0.25, -0.78, -0.34], [-0.22, 0.09, -0.07], [-0.19, -0.59, 0.28], [-2.47, -0.55, -2.97], [0.05, 0.51, 0.71], [-0.20, 0.08, -0.13], [-0.12, 0.11, -0.05], [0.71, 0.39, 0.18], [0.53, 2.82, -0.46], [0.61, -0.18, 0.14], [2.49, -1.02, -2.34], [2.09, 2.61, 0.71], [-0.87, 0.50, 0.35], [-0.11, -0.34, -0.51], [-0.28, 0.17, 0.10], [0.75, -4.09, 0.08], [-3.26, 0.26, 0.00], [-0.41, 0.49, 0.36], [-3.78, 1.26, -1.72], [1.96, -0.51, 2.65], [0.06, -0.16, 0.04], [2.97, -4.03, 1.74], [-3.75, 5.16, 2.26], [-1.21, -3.06, -1.10], [0.83, 0.71, 0.04]],
  "e_lumo_ev": 0.00,
  "e_homo_ev": -9.32,
  "smiles": "O.O.O.O.O.O.O.O.O.O"
}

=====

{
  "formula": "H20O10",
  "method": "wB97M-V/def2-TZVPD",
  "symbols": ["O", "H", "H", "O", "H", "H", "O", "H", "H", "O", "H", "H", "O", "H", "H", "O", "H", "H", "O", "H", "H", "O", "H", "H", "O", "H", "H", "O", "H", "H"],
  "xyz": [[0.2826, 1.6335, -3.0024], [0.2097, 1.9178, -2.1191], [1.2321, 1.2230, -2.9853], [1.5296, 3.3843, 2.5880], [1.0082, 2.6631, 2.4504], [1.0251, 4.0822, 2.5972], [-0.3198, -3.2620, -1.7401], [-0.2904, -2.4732, -2.3036], [-0.0554, -3.8905, -2.3206], [-0.6663, -3.0277, 1.0693], [-1.3742, -3.7035, 1.1847], [-0.3343, -2.9991, 0.0996], [-0.5193, 2.8266, 0.1464], [-1.1077, 3.4290, -0.2607], [0.4572, 3.1282, 0.0162], [0.1215, 0.0875, 0.2485], [-0.2451, 0.8440, 0.4483], [-0.5010, -0.6961, 0.0146], [-1.2927, -0.8144, -2.6127], [-2.0615, -1.1104, -3.3159], [-0.8512, -0.0729, -3.0206], [1.0758, -1.7351, 3.2026], [0.3077, -1.9365, 2.5906], [1.7692, -1.2642, 2.7451], [-1.7063, 2.0432, 2.4541], [-2.6808, 1.5777, 2.3949], [-1.5288, 2.5489, 1.7641], [2.4265, -1.6922, -0.6682], [2.4445, -1.2932, -1.4664], [1.6451, -1.4181, -0.1989]],
  "atomic_forces_ev_per_a": [[3.05, -1.85, -1.70], [-0.52, 0.56, 2.01], [-2.59, 1.11, -0.27], [6.58, -2.79, 0.14], [-2.32, -3.22, -0.34], [-4.34, 5.93, 0.23], [-1.09, 3.10, 1.95], [-0.43, 0.49, 0.49], [1.41, -3.59, -2.34], [0.13, 0.01, -1.37], [0.99, 0.81, -0.66], [-1.15, -0.84, 1.98], [3.53, -0.39, 0.18], [-0.59, 1.23, -0.88], [-2.73, -0.41, 0.38], [2.75, -8.75, -2.54], [-3.90, 5.74, 1.59], [1.02, 2.77, 0.90], [-3.23, -1.93, -2.44], [3.01, 1.25, 2.72], [0.31, 0.84, -0.30], [-1.47, -0.59, -0.10], [1.66, 0.43, 0.58], [-0.16, 0.09, -0.53], [-4.77, -5.57, 5.55], [3.99, 2.13, -0.13], [0.72, 3.32, -5.15], [0.64, -2.46, 3.75], [-0.12, 2.08, -3.84], [-0.38, 0.50, 0.14]],
  "e_lumo_ev": -0.29,
  "e_homo_ev": -10.08,
  "smiles": "O.O.O.O.O.O.O.O.O.O"
}